Record 1
C24H44Be2BrCl2F8N5O12S2 | ωB97M-V/def2-TZVPD

Each line ends with the Mulliken charge.
CARTESIAN COORDINATES (ANGSTROEM)
C: 3.277 -3.418 0.063  -0.8523
C: 1.948 -2.684 -0.256  -0.6152
N: 1.824 -1.345 0.329  -0.2386
C: 1.973 -0.233 -0.553  -1.8601
N: 0.704 0.605 -0.437  -0.0413
C: 0.480 1.153 0.960  -0.3223
O: -0.451 2.139 0.948  -0.4049
C: -1.795 1.657 1.156  -0.4046
C: -2.525 1.348 -0.141  -1.2844
C: 1.849 1.619 1.531  -0.1439
N: 1.648 2.853 2.245  -0.4272
O: 2.823 1.849 0.514  -0.4638
C: 3.157 0.729 -0.300  1.0189
C: 3.491 1.361 -1.677  -0.9601
C: 4.203 0.426 -2.641  -0.3422
F: 4.027 0.823 -3.944  -0.3543
C: 4.438 0.020 0.187  -0.7278
C: 4.656 -0.012 1.697  -0.9551
C: 6.024 -0.630 2.017  -0.9447
Br: 7.407 0.721 2.073  -0.0539
H: 3.839 -2.811 0.773  0.1324
H: 3.104 -4.407 0.471  0.3477
H: 3.867 -3.485 -0.849  0.2716
H: 1.783 -2.689 -1.332  0.3811
H: 1.146 -3.291 0.167  0.5261
H: 2.368 -1.247 1.171  0.2806
H: 1.987 -0.565 -1.588  1.0818
H: -0.104 0.025 -0.662  0.4358
H: 0.730 1.407 -1.071  0.5687
H: 0.158 0.308 1.569  0.6065
H: -1.858 0.812 1.840  0.3264
H: -2.327 2.472 1.642  0.4265
H: -2.201 1.989 -0.966  0.4030
H: -2.474 0.288 -0.384  0.3511
H: -3.574 1.563 0.037  0.5101
H: 2.177 0.899 2.284  0.0479
H: 1.552 3.583 1.544  0.3153
H: 2.556 3.053 2.663  0.3687
H: 4.004 2.311 -1.546  0.5554
H: 2.532 1.612 -2.153  0.2178
H: 3.848 -0.605 -2.545  0.2957
H: 5.264 0.394 -2.393  0.3210
H: 5.264 0.612 -0.213  0.5380
H: 4.541 -0.963 -0.275  0.3741
H: 4.647 1.013 2.060  0.6016
H: 3.917 -0.598 2.252  0.2707
H: 5.950 -1.110 2.990  0.4734
H: 6.286 -1.423 1.317  0.4041
C: -5.249 -0.047 -2.338  1.0130
O: -6.436 -0.364 -2.998  -0.0475
O: -4.355 0.605 -3.141  -0.4129
O: -5.002 -0.327 -1.213  -0.3481
H: -4.829 0.698 -3.986  0.2715
Be: -5.976 -1.644 -3.362  0.4996
C: -9.381 -4.280 1.703  -0.4409
C: -9.475 -5.209 0.513  -0.2644
O: -8.476 -4.877 -0.472  -0.3171
C: -7.239 -5.248 -0.191  0.3568
O: -6.859 -5.829 0.775  -0.4895
C: -6.306 -4.827 -1.340  0.8722
F: -6.529 -3.512 -1.683  -0.3232
F: -6.511 -5.549 -2.437  -0.2414
F: -5.037 -4.938 -1.012  -0.2282
H: -9.473 -3.211 1.406  0.4164
H: -10.194 -4.460 2.425  -0.2785
H: -8.427 -4.398 2.216  0.3612
H: -10.434 -5.091 0.012  0.3191
H: -9.385 -6.257 0.802  0.3497
F: -4.104 -0.284 1.193  -0.6225
O: -10.125 -1.586 1.500  -0.6279
H: -9.896 -1.050 0.724  0.2740
N: 1.559 5.069 4.914  0.0311
C: 1.947 3.916 5.542  -0.5710
C: 3.011 4.217 6.353  -0.3765
C: 3.272 5.604 6.213  -0.4078
C: 2.359 6.102 5.321  -0.5011
H: 0.805 5.143 4.256  0.2147
H: 1.436 2.987 5.358  0.4462
H: 3.542 3.519 6.978  0.4184
H: 4.040 6.172 6.708  0.3889
H: 2.211 7.099 4.942  0.3896
F: 8.343 3.061 2.630  -0.5939
Cl: 10.890 7.077 0.983  -0.2089
C: 10.659 5.304 0.999  -0.2964
C: 11.755 4.590 1.739  -0.3852
Cl: 13.323 4.677 0.882  -0.2087
H: 10.588 4.968 -0.032  0.3229
H: 9.707 5.107 1.493  0.1767
H: 11.499 3.537 1.831  0.2539
H: 11.895 5.001 2.734  0.3306
Be: -12.053 -4.128 3.185  0.3823
N: -5.739 -2.909 -7.219  -0.3234
S: -6.037 -3.942 -8.414  1.0562
O: -4.880 -4.549 -8.974  -0.5593
O: -7.098 -3.571 -9.282  -0.5566
F: -6.665 -5.091 -7.515  -0.2577
S: -5.013 -1.599 -7.680  1.1132
O: -4.478 -0.873 -6.550  -0.6193
O: -5.629 -0.813 -8.691  -0.5560
F: -3.692 -2.116 -8.378  -0.2498

Lowest unoccupied orbital energy: -7.209 eV
ΔE to the lowest compared entry with this formula, charge and spin: 0.0 kJ/mol
Multiplicity: 1
Gap between HOMO and LUMO: 0.0301 Ha

=====

Record 2
C24H44Br3NO11P3 | ωB97M-V/def2-TZVPD

Each line ends with the Mulliken charge.
CARTESIAN COORDINATES (ANGSTROEM)
C: 7.837 -1.609 -0.915  -1.2531
C: 6.505 -0.905 -0.612  -0.1544
N: 6.023 -1.237 0.735  0.2072
C: 4.537 -0.918 0.879  -0.9472
C: 3.757 -2.196 0.589  -0.5984
P: 1.846 -2.158 0.641  -0.0641
C: 1.730 -4.121 0.479  0.0735
Br: 0.429 -4.732 1.796  -0.2046
C: 2.270 -5.125 -0.202  0.2282
C: 1.944 -6.589 -0.080  -1.6043
Br: 3.590 -4.803 -1.541  -0.1634
P: 1.548 -1.555 -1.588  0.1872
O: 3.063 -1.559 -2.289  -0.3103
Br: 0.381 -3.267 -2.604  -0.4087
P: 1.674 0.113 1.043  -0.3404
C: 1.884 0.196 2.878  -1.2258
C: -0.114 0.608 0.970  0.2175
C: -0.900 0.360 -0.318  -1.0423
C: 6.777 -0.614 1.732  0.6236
C: 6.533 -1.146 3.130  -1.2552
O: 7.600 0.261 1.528  -0.6301
H: 7.700 -2.312 -1.732  0.3897
H: 8.618 -0.897 -1.159  0.2673
H: 8.134 -2.196 -0.051  0.3199
H: 6.617 0.173 -0.720  0.4205
H: 5.739 -1.258 -1.296  0.1715
H: 4.404 -0.566 1.896  0.2461
H: 4.343 -0.140 0.151  0.4299
H: 4.197 -2.580 -0.322  0.0909
H: 4.023 -2.889 1.390  0.3263
H: 0.375 -2.205 0.635  0.1948
H: 1.897 -2.372 2.074  0.0812
H: 2.421 -7.022 0.796  0.3046
H: 0.871 -6.745 -0.063  0.4242
H: 2.328 -7.121 -0.946  0.4084
H: 2.965 -1.470 -3.239  0.3359
H: 2.439 -0.666 3.247  0.3713
H: 2.441 1.090 3.149  0.3142
H: 0.922 0.218 3.386  0.3701
H: -0.641 0.089 1.776  0.2893
H: -0.178 1.666 1.222  0.4031
H: -1.866 0.862 -0.279  0.2950
H: -1.085 -0.708 -0.422  0.1208
H: -0.320 0.650 -1.188  0.1369
H: 6.082 -2.131 3.071  0.2996
H: 7.473 -1.195 3.664  0.4135
H: 5.832 -0.502 3.656  0.2697
C: -4.408 2.011 1.873  -1.3454
C: -3.728 1.954 3.216  0.4413
C: -3.987 3.131 4.129  -0.4613
O: -2.751 3.233 4.851  -0.3921
C: -1.766 2.708 4.066  0.5586
O: -0.607 2.818 4.279  -0.4937
O: -2.314 2.046 3.021  -0.1892
H: -4.249 1.083 1.324  0.3556
H: -5.482 2.178 1.962  0.3665
H: -3.972 2.815 1.278  0.3002
H: -3.939 1.010 3.726  0.1978
H: -4.819 2.977 4.812  0.3274
H: -4.139 4.060 3.573  0.3072
C: -0.972 5.133 -3.913  -1.5034
C: -1.235 3.888 -3.102  0.6089
C: -0.816 2.594 -3.766  -0.5396
O: -1.754 1.660 -3.229  -0.3058
C: -2.870 2.332 -2.888  0.4989
O: -3.908 1.833 -2.591  -0.6249
O: -2.649 3.669 -2.930  -0.3633
H: -1.175 6.028 -3.326  0.3598
H: 0.068 5.163 -4.237  0.3772
H: -1.621 5.159 -4.789  0.3559
H: -0.790 3.974 -2.108  0.2833
H: 0.197 2.288 -3.516  0.3475
H: -0.932 2.623 -4.853  0.3220
C: -6.364 -1.264 -2.247  -1.3907
C: -7.284 -0.133 -1.862  0.4479
C: -6.785 1.247 -2.238  -0.0760
O: -7.359 2.069 -1.207  -0.3408
C: -7.545 1.294 -0.118  0.6590
O: -7.793 1.705 0.969  -0.5754
O: -7.391 -0.012 -0.429  -0.3705
H: -6.837 -2.229 -2.065  0.3736
H: -6.103 -1.200 -3.303  0.3551
H: -5.450 -1.228 -1.654  0.3139
H: -8.292 -0.303 -2.252  0.2657
H: -7.126 1.580 -3.215  0.3151
H: -5.696 1.329 -2.187  0.2043

Lowest unoccupied orbital energy: 2.128 eV
Multiplicity: 1
Gap between HOMO and LUMO: 0.2192 Ha
Charge: -1

=====

Record 3
C24H44BrF5N2O2Sb | ωB97M-V/def2-TZVPD

Each line ends with the Mulliken charge.
CARTESIAN COORDINATES (ANGSTROEM)
C: 2.749 4.104 -4.038  -1.1875
C: 1.688 3.020 -3.513  -0.2236
C: 0.155 3.352 -3.960  -0.1373
C: -0.353 2.413 -5.164  -0.6950
C: -1.914 2.009 -5.009  -0.8135
C: -2.156 0.951 -3.798  0.0823
C: -3.622 1.058 -3.147  -0.8451
C: -3.612 0.779 -1.557  0.1784
C: -3.853 2.155 -0.761  -0.7300
C: -3.204 2.168 0.721  -0.6949
C: -3.684 0.932 1.647  -0.7620
C: -2.785 -0.395 1.435  0.3411
C: -2.556 -1.259 2.781  -0.8088
C: -0.945 -1.392 3.025  -0.0039
C: -0.295 -2.365 1.915  -0.9173
Sb: 1.906 -2.571 2.032  1.2414
Br: 4.523 -2.810 2.125  -0.5190
C: 2.080 -1.362 3.877  -1.1271
C: 2.147 0.227 3.711  -0.3809
C: 3.677 0.771 3.486  -0.4443
N: 3.534 2.110 2.778  -0.7616
C: 2.234 -0.770 0.809  -0.7010
C: 2.355 -1.173 -0.861  0.1914
C: 0.881 -1.166 -1.678  -0.4862
O: 2.028 -0.046 -1.823  -0.3748
O: 1.993 -3.712 0.323  -0.5389
C: 0.746 -4.124 -0.142  0.6011
N: -0.274 -4.716 -0.434  -0.6621
C: 1.811 -4.327 3.392  0.4701
F: 2.932 -4.258 4.314  -0.3007
F: 0.639 -4.284 4.253  -0.3131
C: 1.859 -5.783 2.748  0.4371
F: 2.073 -6.696 3.861  -0.3000
F: 2.954 -6.041 1.885  -0.2290
F: 0.606 -6.231 2.207  -0.2431
H: 2.480 5.192 -3.784  0.3167
H: 3.785 3.865 -3.604  0.3224
H: 2.845 4.009 -5.179  0.2695
H: 1.768 2.963 -2.364  0.2133
H: 2.016 1.994 -3.930  0.1907
H: -0.549 3.257 -3.050  -0.0543
H: 0.150 4.471 -4.249  0.3960
H: 0.239 1.432 -5.154  0.2925
H: -0.136 2.953 -6.147  0.3532
H: -2.236 1.576 -6.027  0.3488
H: -2.547 2.970 -4.873  0.2696
H: -1.909 -0.092 -4.208  0.3195
H: -1.363 1.211 -2.995  -0.1612
H: -4.330 0.283 -3.615  0.3140
H: -4.059 2.122 -3.284  0.3248
H: -4.494 0.085 -1.288  0.3445
H: -2.656 0.245 -1.229  -0.1689
H: -4.979 2.378 -0.726  0.2379
H: -3.383 3.007 -1.389  0.3427
H: -2.052 2.165 0.650  0.2583
H: -3.498 3.181 1.186  0.3191
H: -4.798 0.772 1.448  0.2868
H: -3.582 1.278 2.736  0.3568
H: -1.775 -0.049 0.980  -0.4199
H: -3.295 -0.998 0.593  0.3311
H: -3.080 -2.274 2.773  0.3724
H: -2.940 -0.601 3.654  0.3404
H: -0.839 -1.802 4.096  0.2392
H: -0.526 -0.339 2.891  -0.1983
H: -0.576 -1.893 0.894  0.2387
H: -0.813 -3.391 2.068  0.4346
H: 1.280 -1.609 4.680  0.3916
H: 3.077 -1.681 4.378  0.5690
H: 1.400 0.698 2.991  0.1348
H: 1.869 0.664 4.755  0.3352
H: 4.208 0.980 4.475  0.3869
H: 4.290 0.067 2.831  0.1916
H: 3.153 1.926 1.826  0.3153
H: 2.811 2.661 3.276  0.2701
H: 3.247 -0.258 0.932  0.2412
H: 1.333 -0.071 0.865  0.1730
H: 3.164 -2.001 -1.181  0.2778
H: 0.070 -0.431 -1.363  -0.0140
H: 0.916 -1.484 -2.781  0.3543

Lowest unoccupied orbital energy: 2.540 eV
Multiplicity: 1
Gap between HOMO and LUMO: 0.3200 Ha
Charge: -1

=====

Record 4
C24H44ClF5OP2Re | ωB97M-V/def2-TZVPD

Each line ends with the Mulliken charge.
CARTESIAN COORDINATES (ANGSTROEM)
Re: -0.124 0.285 0.221  1.7882
Cl: -1.223 1.073 -1.758  -0.4676
P: -0.260 2.410 0.836  0.0837
C: -1.923 3.267 0.542  0.8341
C: 0.090 2.918 2.621  0.6301
C: 0.794 3.542 -0.239  0.8265
C: -3.104 2.298 0.638  -1.4526
H: -1.840 3.597 -0.506  0.5980
C: -2.194 4.495 1.415  -1.8807
H: -2.437 4.217 2.445  0.3107
H: -3.075 5.006 1.000  0.4990
H: -1.380 5.225 1.431  0.2997
H: -3.200 1.708 -0.277  0.3315
H: -4.032 2.869 0.771  0.5018
H: -3.005 1.603 1.481  0.1463
H: 0.270 3.468 -1.208  0.4843
C: 2.221 3.044 -0.432  -1.6316
C: 0.815 5.013 0.187  -1.6834
H: -0.120 5.530 -0.050  0.2887
H: 1.609 5.521 -0.377  0.5046
H: 1.050 5.134 1.252  0.2720
H: 2.287 1.966 -0.611  0.2162
H: 2.852 3.297 0.429  0.2606
H: 2.630 3.550 -1.317  0.5083
C: -0.951 2.291 3.549  -1.3467
H: 0.007 4.013 2.675  0.6239
C: 1.507 2.521 3.026  -1.3798
H: -1.953 2.719 3.447  0.1914
H: -0.643 2.438 4.594  0.5191
H: -1.028 1.208 3.380  0.0621
H: 1.729 1.478 2.751  0.1182
H: 1.610 2.610 4.118  0.4978
H: 2.272 3.166 2.574  0.2273
H: -1.338 0.121 1.359  -0.2805
H: 1.442 0.253 -0.353  -0.7148
P: -0.478 -1.823 -2.104  -0.1943
C: -0.065 -1.315 -3.857  0.4930
C: 0.332 -3.496 -1.931  0.7542
C: -2.321 -2.109 -2.153  0.8430
C: 1.152 -0.381 -3.830  -1.1898
H: -0.951 -0.725 -4.149  0.5709
C: 0.117 -2.460 -4.857  -1.6289
H: 1.072 -2.980 -4.711  0.2456
H: 0.123 -2.032 -5.869  0.4946
H: -0.692 -3.199 -4.816  0.2634
H: 0.871 0.586 -3.401  0.1958
H: 1.516 -0.214 -4.852  0.4651
H: 1.978 -0.790 -3.232  0.1575
H: -2.649 -1.124 -2.533  0.3249
C: -2.893 -2.283 -0.745  -1.5583
C: -2.784 -3.203 -3.115  -1.5680
H: -2.654 -2.913 -4.165  0.2953
H: -3.855 -3.388 -2.955  0.4819
H: -2.254 -4.151 -2.937  0.2591
H: -2.396 -1.632 -0.008  0.1984
H: -2.833 -3.323 -0.403  0.2942
H: -3.952 -1.994 -0.771  0.4787
C: 1.846 -3.330 -2.106  -1.5991
H: -0.079 -4.151 -2.722  0.6645
C: 0.001 -4.066 -0.554  -1.5522
H: 2.141 -3.170 -3.149  0.2105
H: 2.339 -4.251 -1.766  0.5242
H: 2.233 -2.499 -1.496  0.0775
H: 0.169 -3.320 0.243  0.1256
H: 0.658 -4.926 -0.361  0.5384
H: -1.035 -4.420 -0.492  0.1914
F: 3.664 -3.235 5.286  -0.2992
C: 2.921 -2.660 4.327  0.3956
C: 3.291 -2.816 2.988  0.3692
F: 4.344 -3.586 2.640  -0.3054
C: 2.584 -2.156 2.012  0.1499
F: 3.050 -2.147 0.736  -0.3021
C: 1.379 -1.463 2.338  -0.1228
O: 0.677 -0.878 1.412  -0.4584
C: 0.982 -1.403 3.711  0.0640
F: -0.202 -0.831 4.052  -0.3441
C: 1.798 -1.915 4.693  0.5099
F: 1.501 -1.686 5.990  -0.2995

Lowest unoccupied orbital energy (alpha / beta): 0.425 / -1.016 eV
Multiplicity: 4
Gap between HOMO and LUMO (alpha / beta): 0.2929 / 0.2605 Ha

=====

Record 5
C24H45BF4P2Rh | ωB97M-V/def2-TZVPD

Each line ends with the Mulliken charge.
CARTESIAN COORDINATES (ANGSTROEM)
Rh: 0.144 0.387 0.437  -0.1692
C: 0.949 -1.211 1.919  0.1489
C: 1.448 -1.567 0.556  1.1463
C: 2.412 0.470 1.139  1.4649
C: 1.636 -0.054 2.308  2.1041
C: 2.318 -0.458 0.104  0.1654
C: 0.281 -2.215 2.835  -1.9162
H: -0.426 -2.920 2.338  0.3681
H: -0.290 -1.756 3.674  0.4297
H: 1.050 -2.879 3.337  0.2962
C: 1.700 0.458 3.718  -1.4065
H: 1.015 0.027 4.423  0.4445
H: 1.448 1.668 3.813  0.1042
H: 2.695 0.447 4.097  0.4710
C: 3.299 1.676 1.221  -1.9185
H: 4.351 1.367 1.489  0.3701
H: 3.039 2.445 1.982  0.2609
H: 3.405 2.254 0.269  0.2469
C: 3.424 -0.532 -0.891  -2.0580
H: 4.303 -1.058 -0.414  0.3743
H: 3.845 0.456 -1.196  0.4479
H: 3.278 -1.094 -1.856  0.3176
C: 1.591 -2.952 0.207  -1.7221
H: 2.333 -3.432 0.924  0.3337
H: 2.032 -3.177 -0.786  0.4631
H: 0.681 -3.605 0.328  0.1918
C: -2.185 -1.246 -1.893  0.5763
C: -1.763 -2.314 -1.302  0.4991
C: -1.745 -3.664 -1.919  -1.1276
C: -0.627 -3.781 -2.971  -1.0507
C: 0.162 -2.555 -3.143  -0.0555
C: -0.322 -1.470 -3.811  -0.2527
C: -1.680 -1.417 -4.347  -0.7895
C: -2.758 -1.228 -3.265  -1.1522
H: -2.730 -3.868 -2.385  0.4214
H: -1.106 -4.041 -3.942  0.3710
H: -1.645 -4.468 -1.138  0.3288
H: -3.531 -2.012 -3.359  0.3852
H: -2.123 -0.175 -1.487  -0.0093
H: -1.298 -2.364 -0.239  -0.1995
H: -3.317 -0.270 -3.444  0.3235
H: -1.758 -0.642 -5.151  0.3838
H: 0.398 -0.679 -4.184  0.3098
H: -1.906 -2.352 -4.901  0.3513
H: 0.014 -4.681 -2.795  0.2992
H: 1.297 -2.605 -2.964  0.4283
P: -1.861 0.656 1.875  1.2607
C: -1.586 1.028 3.655  -1.2434
H: -2.563 1.254 4.132  0.6119
H: -0.949 1.903 3.863  0.2225
H: -1.168 0.169 4.212  0.2345
C: -3.056 1.976 1.496  -1.3011
H: -3.831 2.030 2.311  0.4339
H: -3.614 1.790 0.555  0.3932
H: -2.598 2.975 1.428  0.3020
C: -3.024 -0.717 2.189  -1.3061
H: -3.627 -0.983 1.305  0.3994
H: -3.759 -0.413 2.984  0.4489
H: -2.533 -1.639 2.559  0.3054
P: 0.333 2.056 -1.270  1.5564
C: 1.837 2.053 -2.349  -1.5712
H: 1.610 2.611 -3.294  0.4748
H: 2.251 1.084 -2.630  0.2688
H: 2.695 2.605 -1.875  0.3825
C: -1.094 2.676 -2.250  -1.1542
H: -1.280 2.094 -3.181  0.3003
H: -0.925 3.724 -2.619  0.4660
H: -2.040 2.713 -1.672  0.3200
C: 0.774 3.806 -0.841  -1.7804
H: 1.000 4.385 -1.787  0.5223
H: 1.667 3.879 -0.220  0.3756
H: -0.046 4.336 -0.362  0.4012
F: 0.739 1.764 1.979  0.2648
B: 0.965 2.916 3.034  -0.5874
F: 2.013 3.749 2.700  -0.3774
F: -0.235 3.483 2.348  -0.2874
F: 0.567 3.124 4.395  -0.3360

Lowest unoccupied orbital energy (alpha / beta): -1.891 / -5.646 eV
ΔE to the lowest compared entry with this formula, charge and spin: 584.3 kJ/mol
Multiplicity: 5
Gap between HOMO and LUMO (alpha / beta): 0.3064 / 0.2175 Ha
Charge: +1

=====

| no. | energy (a.u.) |
| --- | --- |
| 1 | -7236.0857 |
| 2 | -10569.4352 |
| 3 | -4514.1731 |
| 4 | -2736.5128 |
| 5 | -2158.7027 |